# 1
{
  "formula": "C30H32CuIN2O3P",
  "method": "ωB97M-V/def2-TZVPD",
  "e_tot_ev": -102765.3265,
  "multiplicity": 2,
  "s2": 0.76,
  "homo_energy_ev": [-13.492, -13.517],
  "charge": 2,
  "species": ["Cu", "C", "N", "C", "C", "O", "C", "O", "C", "C", "O", "N", "C", "C", "H", "H", "H", "H", "H", "H", "H", "H", "H", "H", "H", "H", "H", "H", "H", "H", "I", "C", "C", "C", "C", "C", "C", "C", "C", "C", "P", "C", "C", "C", "C", "C", "C", "C", "C", "C", "C", "C", "C", "C", "H", "H", "H", "H", "H", "H", "H", "H", "H", "H", "H", "H", "H", "H", "H", "H"],
  "positions_angstrom": [[0.11, 0.16, -0.88], [3.51, 2.86, 0.71], [3.65, 2.31, -0.63], [4.92, 2.33, -1.30], [2.53, 1.92, -1.23], [1.46, 1.67, -0.55], [2.38, 1.75, -2.71], [1.58, 0.56, -3.04], [2.37, -0.54, -3.55], [2.38, -1.53, -2.34], [1.96, -1.23, -1.17], [2.85, -2.76, -2.63], [3.44, -3.20, -3.89], [2.91, -3.69, -1.52], [2.47, 2.93, 0.91], [3.97, 3.86, 0.76], [3.96, 2.18, 1.40], [5.34, 1.34, -1.36], [5.56, 2.99, -0.71], [4.84, 2.82, -2.32], [3.38, 1.62, -3.13], [1.88, 2.60, -3.10], [3.39, -0.24, -3.78], [1.80, -1.02, -4.43], [3.34, -2.39, -4.61], [2.95, -4.16, -4.21], [4.54, -3.34, -3.92], [2.93, -4.72, -1.88], [2.13, -3.42, -0.82], [3.77, -3.55, -0.90], [-1.56, -1.39, -2.15], [-3.05, 0.16, -1.66], [-3.60, 0.72, -2.79], [-4.83, 1.44, -2.74], [-5.43, 1.61, -1.54], [-4.92, 0.96, -0.33], [-5.60, 1.03, 0.89], [-5.02, 0.52, 2.02], [-3.68, 0.12, 2.00], [-2.93, 0.19, 0.82], [-1.13, 0.00, 1.01], [-1.05, -1.66, 1.78], [0.13, -2.05, 2.49], [0.29, -3.35, 2.88], [-0.63, -4.33, 2.52], [-1.68, -4.02, 1.69], [-1.97, -2.66, 1.40], [-0.89, 1.14, 2.41], [-0.70, 0.77, 3.77], [-0.67, 1.79, 4.78], [-0.49, 3.13, 4.44], [-0.70, 3.49, 3.10], [-1.01, 2.51, 2.15], [-3.62, 0.42, -0.39], [-3.16, 0.62, -3.77], [-5.32, 1.73, -3.70], [-6.34, 2.24, -1.47], [-6.53, 1.54, 0.97], [-5.62, 0.42, 2.95], [-3.26, -0.26, 2.94], [0.86, -1.32, 2.89], [1.17, -3.52, 3.48], [-0.41, -5.36, 2.89], [-2.36, -4.89, 1.37], [-2.86, -2.37, 0.79], [-0.68, -0.25, 4.05], [-0.73, 1.50, 5.81], [-0.18, 3.91, 5.10], [-0.59, 4.53, 2.73], [-1.56, 2.82, 1.28]],
  "lowdin_spin": [0.561, 0.000, 0.004, 0.001, 0.005, 0.029, 0.000, 0.011, 0.001, 0.001, 0.007, 0.000, 0.000, 0.000, 0.000, 0.000, 0.000, 0.000, 0.000, 0.000, 0.000, 0.000, 0.000, 0.000, 0.000, 0.000, 0.000, 0.000, 0.000, 0.000, 0.134, 0.000, 0.005, -0.001, 0.003, 0.000, 0.002, 0.002, 0.005, 0.015, 0.116, 0.012, 0.009, -0.001, 0.012, 0.001, 0.010, 0.021, 0.011, 0.000, 0.011, -0.001, 0.012, 0.000, 0.000, 0.000, 0.000, 0.000, 0.000, 0.000, 0.000, 0.000, 0.000, 0.000, 0.000, 0.001, 0.000, 0.001, 0.000, 0.000]
}

=====

# 2
{
  "formula": "C47H53As2Br2IN4O2Ti",
  "method": "ωB97M-V/def2-TZVPD",
  "e_tot_ev": -352617.7606,
  "homo_energy_ev": -12.710,
  "charge": 2,
  "species": ["Ti", "C", "C", "N", "N", "C", "O", "C", "C", "C", "C", "C", "C", "C", "C", "C", "C", "C", "N", "H", "H", "H", "H", "H", "H", "H", "H", "H", "H", "H", "H", "C", "As", "C", "C", "C", "C", "C", "C", "C", "As", "C", "C", "H", "H", "H", "H", "H", "H", "H", "H", "H", "H", "H", "H", "H", "H", "H", "H", "Br", "C", "C", "C", "C", "C", "C", "I", "H", "H", "H", "H", "Br", "C", "C", "C", "C", "N", "C", "H", "H", "H", "H", "C", "C", "C", "C", "C", "C", "C", "C", "C", "C", "C", "C", "O", "H", "H", "H", "H", "H", "H", "H", "H", "H", "H", "H", "H", "H", "H", "H", "H", "H"],
  "positions_angstrom": [[-10.84, -15.69, -2.40], [-15.14, -16.78, -1.29], [-14.02, -15.86, -1.60], [-12.89, -16.36, -2.03], [-12.88, -17.73, -2.11], [-11.98, -18.14, -2.95], [-11.29, -17.20, -3.60], [-11.65, -19.54, -3.01], [-10.93, -20.11, -4.05], [-10.71, -21.50, -4.14], [-11.23, -22.29, -3.13], [-12.04, -21.76, -2.14], [-12.24, -20.39, -2.04], [-14.34, -14.40, -1.52], [-15.06, -13.83, -0.49], [-15.66, -12.64, -0.72], [-15.53, -12.01, -1.96], [-14.60, -12.58, -2.80], [-14.12, -13.81, -2.69], [-16.00, -16.33, -0.86], [-14.77, -17.68, -0.69], [-15.55, -17.30, -2.16], [-10.55, -19.38, -4.85], [-10.15, -21.98, -4.91], [-11.09, -23.38, -3.14], [-12.44, -22.43, -1.33], [-12.85, -20.01, -1.25], [-15.09, -14.35, 0.44], [-16.29, -12.20, 0.09], [-15.92, -11.04, -2.25], [-14.34, -12.24, -3.81], [-9.64, -14.67, -6.02], [-10.87, -14.20, -4.72], [-12.56, -14.04, -5.58], [-10.26, -12.45, -4.26], [-10.89, -11.31, -4.76], [-10.61, -10.05, -4.22], [-9.55, -10.00, -3.31], [-8.83, -11.10, -2.87], [-9.23, -12.34, -3.33], [-8.46, -13.97, -2.48], [-7.97, -13.26, -0.74], [-6.69, -14.33, -3.32], [-9.99, -14.14, -6.93], [-9.61, -15.77, -6.18], [-8.72, -14.26, -5.70], [-12.43, -13.99, -6.62], [-13.11, -13.18, -5.20], [-13.11, -14.92, -5.28], [-11.63, -11.37, -5.48], [-11.17, -9.12, -4.43], [-9.32, -8.96, -3.02], [-8.01, -10.98, -2.21], [-7.33, -12.40, -0.77], [-7.36, -14.04, -0.28], [-8.76, -13.07, -0.12], [-6.27, -13.37, -3.37], [-6.76, -14.94, -4.23], [-6.32, -14.96, -2.53], [-16.14, -16.65, -4.63], [-15.54, -16.55, -6.42], [-16.01, -15.43, -7.11], [-15.35, -14.97, -8.27], [-14.33, -15.74, -8.76], [-13.94, -16.90, -8.16], [-14.51, -17.30, -6.94], [-13.72, -18.89, -5.98], [-16.96, -14.94, -6.78], [-15.78, -14.20, -8.86], [-13.86, -15.56, -9.73], [-13.08, -17.55, -8.45], [-12.38, -13.39, 2.82], [-11.99, -12.83, 1.02], [-12.14, -11.54, 0.56], [-11.97, -11.32, -0.82], [-11.70, -12.42, -1.59], [-11.45, -13.66, -1.18], [-11.58, -13.85, 0.20], [-12.56, -10.67, 1.16], [-12.00, -10.30, -1.19], [-11.62, -12.23, -2.63], [-11.42, -14.87, 0.61], [-9.89, -16.55, 1.80], [-10.79, -17.67, 1.29], [-12.34, -17.26, 0.98], [-10.06, -18.46, 0.27], [-10.01, -19.83, 0.46], [-9.33, -20.66, -0.43], [-8.67, -20.10, -1.48], [-8.67, -18.76, -1.74], [-7.81, -18.30, -2.98], [-8.37, -17.45, -4.08], [-6.41, -17.72, -2.51], [-9.53, -17.97, -0.97], [-9.95, -16.74, -1.25], [-10.44, -16.14, 2.66], [-9.63, -15.80, 1.07], [-8.93, -16.98, 2.19], [-10.87, -18.33, 2.16], [-12.51, -16.73, 0.01], [-12.87, -16.70, 1.75], [-12.81, -18.23, 0.95], [-10.45, -20.23, 1.35], [-9.44, -21.79, -0.23], [-7.94, -20.66, -2.16], [-7.64, -19.22, -3.44], [-8.63, -16.40, -3.78], [-9.24, -17.87, -4.57], [-7.57, -17.50, -4.84], [-6.36, -17.01, -1.66], [-5.93, -17.33, -3.36], [-5.83, -18.59, -2.24]],
  "mulliken_charge": [0.721, -1.178, -0.323, 1.627, -0.323, -0.897, 0.194, 0.866, 0.669, -1.156, -0.405, -0.810, -0.298, 0.217, -0.571, -0.747, -1.026, -0.087, 0.313, 0.501, 0.255, 0.133, 0.125, 0.569, 0.405, 0.372, 0.481, 0.622, 0.468, 0.473, 0.347, -1.112, 1.378, -1.009, -0.650, -0.273, -0.946, -0.719, -1.229, 0.362, 1.529, -1.613, -1.369, 0.541, 0.236, 0.411, 0.837, -0.086, 0.075, 0.667, 0.414, 0.390, 0.478, 0.626, 0.455, 0.507, 0.630, 0.317, 0.435, -0.047, 0.075, -0.344, -0.724, -0.535, -0.529, 0.315, 0.290, 0.382, 0.555, 0.383, 0.367, -0.081, -0.402, -0.579, -1.370, -1.121, 1.869, 0.016, 0.390, 0.572, 1.044, -1.007, -1.295, -0.055, -1.640, 0.966, -1.261, -1.400, -0.164, 0.882, -0.266, -1.016, -1.835, -0.110, 0.511, 0.343, 0.130, 0.347, 0.805, 0.194, 0.456, 0.499, 0.528, 0.329, 0.335, 0.823, 0.027, -0.459, 0.754, 0.208, 0.556, 0.474]
}

=====

# 3
{
  "formula": "C18H12AgF6N4O6S2",
  "method": "ωB97M-V/def2-TZVPD",
  "e_tot_ev": -79081.1799,
  "homo_energy_ev": -4.455,
  "charge": -1,
  "species": ["Ag", "F", "C", "F", "F", "S", "O", "O", "N", "S", "O", "O", "C", "F", "F", "F", "C", "O", "C", "C", "C", "C", "C", "C", "N", "N", "C", "C", "C", "C", "O", "C", "N", "C", "C", "C", "C", "H", "H", "H", "H", "H", "H", "H", "H", "H", "H", "H", "H"],
  "positions_angstrom": [[0.25, 2.33, 1.59], [3.28, 2.02, -1.14], [4.08, 2.73, -0.34], [5.20, 2.04, -0.13], [4.39, 3.87, -0.96], [3.26, 3.07, 1.28], [2.89, 1.77, 1.75], [4.20, 3.85, 2.03], [1.97, 3.84, 0.74], [1.38, 5.19, 1.34], [2.24, 5.92, 2.21], [0.01, 4.98, 1.71], [1.28, 6.19, -0.21], [2.51, 6.47, -0.66], [0.65, 7.33, 0.04], [0.63, 5.53, -1.17], [0.64, -1.54, -4.15], [0.67, -2.82, -3.54], [-0.28, -3.08, -2.60], [-1.32, -2.23, -2.28], [-2.22, -2.57, -1.28], [-2.09, -3.77, -0.59], [-1.07, -4.65, -0.96], [-0.16, -4.31, -1.94], [-3.03, -4.24, 0.39], [-3.47, -3.50, 1.29], [-2.98, -2.19, 1.52], [-3.93, -1.21, 1.73], [-3.62, 0.14, 1.80], [-2.29, 0.60, 1.72], [-1.98, 1.83, 1.72], [-1.27, -0.45, 1.65], [0.02, -0.04, 1.68], [0.99, -0.91, 1.68], [0.75, -2.30, 1.67], [-0.54, -2.74, 1.61], [-1.61, -1.82, 1.57], [1.49, -1.50, -4.82], [0.73, -0.74, -3.41], [-0.28, -1.40, -4.73], [-1.45, -1.28, -2.79], [-3.02, -1.89, -1.03], [-1.00, -5.60, -0.46], [0.65, -4.97, -2.22], [-4.97, -1.53, 1.77], [-4.40, 0.88, 1.92], [2.00, -0.52, 1.70], [1.58, -2.99, 1.70], [-0.75, -3.80, 1.62]],
  "mulliken_charge": [0.427, -0.242, 0.669, -0.230, -0.235, 1.144, -0.582, -0.602, -0.622, 1.150, -0.601, -0.659, 0.681, -0.232, -0.225, -0.235, -0.813, -0.463, 0.962, -0.371, -0.387, -0.246, -0.098, -0.649, -0.510, -0.608, 0.151, -0.212, -0.890, 1.039, -0.725, -0.161, -0.499, -0.411, -0.880, -0.561, 0.951, 0.236, 0.333, 0.328, 0.388, 0.399, 0.411, 0.404, 0.356, 0.397, 0.533, 0.397, 0.594]
}

=====

# 4
{
  "formula": "CH2O2S",
  "method": "ωB97M-V/def2-TZVPD",
  "e_tot_ev": -15996.0751,
  "homo_energy_ev": [-8.636, -8.638],
  "charge": 0,
  "species": ["C", "O", "O", "S", "H", "H"],
  "positions_angstrom": [[0.69, -0.42, 1.09], [1.83, -0.47, 1.21], [-1.41, 0.40, -1.40], [-0.03, 1.21, -0.83], [-0.10, -0.52, 1.86], [-0.99, -0.20, -1.93]],
  "mulliken_charge": [0.094, -0.211, -0.426, -0.085, 0.299, 0.328]
}

=====

# 5
{
  "formula": "C3H9NS2",
  "method": "ωB97M-V/def2-TZVPD",
  "smiles": "C/C=C/N.SS",
  "e_tot_ev": -26416.9111,
  "homo_energy_ev": -7.869,
  "charge": 0,
  "species": ["C", "C", "C", "N", "H", "H", "H", "H", "H", "H", "H", "S", "S", "H", "H"],
  "positions_angstrom": [[0.40, -1.59, -1.85], [0.39, -0.11, -2.07], [1.35, 0.72, -1.70], [1.41, 2.08, -1.97], [1.32, -1.93, -1.38], [-0.44, -1.89, -1.22], [0.29, -2.11, -2.80], [-0.46, 0.28, -2.61], [2.19, 0.33, -1.13], [1.84, 2.64, -1.25], [0.55, 2.49, -2.29], [-1.69, -0.82, 1.84], [-0.02, 0.36, 1.61], [-1.11, -1.86, 2.46], [-0.13, 1.07, 2.75]],
  "mulliken_charge": [-1.102, -0.176, -0.024, -0.532, 0.301, 0.229, 0.337, 0.226, 0.313, 0.226, 0.214, -0.210, -0.131, 0.170, 0.157]
}

=====

# 6
{
  "formula": "C3H10N2",
  "method": "ωB97M-V/def2-TZVPD",
  "e_tot_ev": -6242.6190,
  "multiplicity": 2,
  "s2": 0.75,
  "homo_energy_ev": [-13.442, -13.439],
  "charge": 1,
  "species": ["N", "C", "C", "C", "N", "H", "H", "H", "H", "H", "H", "H", "H", "H", "H"],
  "positions_angstrom": [[0.25, -2.18, 1.30], [0.62, -1.09, 0.18], [-0.55, -0.14, -0.16], [-0.26, 1.23, -0.85], [-0.72, 2.39, -0.10], [-0.42, -2.81, 0.80], [1.07, -2.78, 1.50], [0.94, -1.62, -0.69], [1.52, -0.55, 0.69], [-1.36, -0.71, -0.72], [-0.86, 0.17, 0.89], [-0.64, 1.23, -1.89], [0.81, 1.25, -1.02], [-0.06, 2.41, 0.66], [-0.33, 3.20, -0.61]],
  "lowdin_spin": [0.796, 0.091, 0.017, -0.001, 0.001, 0.020, 0.024, 0.047, 0.000, 0.000, 0.006, 0.000, 0.000, 0.000, 0.000]
}